Computed, not measured: a structure of composition C6H15I2N3O5PSV at a distorted geometry, with wB97M-V/def2-TZVPD.

Geometry as XYZ:
```
34
Properties=species:S:1:pos:R:3:nbo_charge:R:1
V 1.05044 4.31447 -0.77873 1.2395
O -1.93060 4.40421 0.94212 -0.8132
S -0.52788 4.38089 0.91388 2.4958
O 0.27743 3.84701 1.96045 -0.8805
O -0.11442 3.31533 -0.33860 -0.6895
O 0.13100 5.58430 0.28234 -0.8877
O 2.13003 5.70443 -1.57881 -0.9119
H 1.69544 6.54096 -1.32134 0.5485
H 2.81064 5.93531 -2.22477 0.5604
C -1.31941 -3.38112 -0.35731 -0.0530
N 0.04510 -2.87887 -0.82760 -0.3906
C 0.94792 -2.74272 0.40178 -0.0480
N 0.33179 -1.90980 1.36663 -0.4448
C -0.95916 -2.43781 1.78867 -0.0675
N -1.83612 -2.50310 0.62543 -0.4364
C -2.23600 -1.20115 0.13422 -0.4971
P -0.78514 -0.15884 -0.50851 0.7244
C -0.09152 -1.57644 -1.55118 -0.5368
C 0.28720 -0.50428 1.01648 -0.5031
H -1.18181 -4.37800 0.06258 0.2334
H -1.98427 -3.44243 -1.21864 0.2320
H 0.46998 -3.55731 -1.46277 0.4352
H 1.90201 -2.33159 0.07439 0.2160
H 1.09593 -3.74202 0.81239 0.2346
H -1.39797 -1.78717 2.54229 0.2306
H -0.83697 -3.43339 2.21697 0.2242
H -2.73587 -0.64813 0.92987 0.2496
H -2.94615 -1.31058 -0.68840 0.2396
H 0.87989 -1.29092 -1.95081 0.2354
H -0.76459 -1.72549 -2.39736 0.2494
H -0.12186 0.06838 1.85044 0.2499
H 1.29858 -0.14238 0.82742 0.2145
I 2.87528 2.69845 -0.21502 0.1863
I 3.54110 0.28978 -1.32851 0.1610
```

Computed properties:
**Energy above the lowest of the compared OMol25 structures with the same formula, charge and spin**: 255.64 kJ/mol
**Total energy**: -83168.6292 eV
**Charge**: +2
**Multiplicity**: 3

Computed, not measured: a structure of composition C9H9N2O5RuS at a distorted geometry, with wB97M-V/def2-TZVPD.

Geometry as XYZ:
```
27
Properties=species:S:1:pos:R:3:nbo_charge:R:1
O -2.89383 -2.40075 2.86471 -0.3925
C -2.39069 -1.97068 1.92365 0.3659
Ru 0.32675 0.23114 -1.08103 -0.0577
O 0.49188 0.54900 1.99276 -0.3542
C 0.48357 0.46209 0.82866 0.5685
C 0.27668 -0.04762 -3.02959 0.5951
O 0.21952 -0.24921 -4.16362 -0.3074
C -1.10698 1.43818 -0.69027 0.5466
O -1.90677 2.16155 -0.29147 -0.3192
C 1.21226 -1.37915 -0.54019 0.5447
O 1.75447 -2.29791 -0.06106 -0.3213
H -1.75934 -1.09154 1.41694 0.0525
S 2.13741 1.78741 -1.85571 0.2173
C 2.67312 2.24998 -0.29220 -0.0886
N 3.62037 1.54199 0.33365 -0.2861
C 4.59181 2.24850 1.18265 -0.2541
C 3.84599 3.26706 2.01932 -0.4355
C 2.97895 4.15821 1.15460 -0.2549
N 2.12297 3.30729 0.31545 -0.2778
H 3.97761 0.74853 -0.20431 0.4389
H 5.32870 2.74725 0.53767 0.2622
H 5.10874 1.51562 1.80024 0.2671
H 4.56206 3.88475 2.58159 0.2835
H 3.21395 2.73698 2.73565 0.2377
H 3.61194 4.77485 0.50253 0.2631
H 2.34241 4.81352 1.74531 0.2673
H 1.40790 3.78729 -0.23721 0.4389
```

Computed properties:
**Energy above the lowest of the compared OMol25 structures with the same formula, charge and spin**: 47.15 kJ/mol
**Total energy**: -36089.6659 eV
**Charge**: +2
**Multiplicity**: 6

Computed, not measured: the molecule C6H11F3OSi at a distorted geometry, with wB97M-V/def2-TZVPD.

Geometry as XYZ:
```
22
Properties=species:S:1:pos:R:3:nbo_charge:R:1
C 2.71009 -1.23551 1.30011 -0.3186
C 1.42791 -1.13127 1.11272 -0.6694
Si 0.71014 0.17383 -0.08272 1.6854
C 1.78056 2.12737 0.46982 -0.9783
O 0.88503 -0.23560 -1.61678 -1.1010
C -1.26208 0.53014 0.07373 0.3113
F -1.61093 1.49282 -0.80662 -0.3462
F -1.43093 1.13745 1.32102 -0.3695
C -2.38323 -0.48892 -0.05404 0.1590
C -2.42049 -0.98499 -1.55047 -0.6593
F -3.54943 0.11411 0.27806 -0.3438
H 3.12083 -1.95949 1.97070 0.1951
H 3.41656 -0.64666 0.79102 0.1847
H 0.73527 -1.46623 1.84679 0.2216
H 1.14413 3.01553 0.33289 0.2292
H 1.93940 1.91515 1.53420 0.2182
H 2.72339 2.30293 -0.08848 0.2155
H 1.69816 -0.01812 -2.03408 0.5105
H -2.30083 -1.44770 0.59391 0.1664
H -3.37101 -0.58959 -1.87761 0.2365
H -1.48320 -0.50823 -1.94581 0.2370
H -2.47936 -2.09704 -1.56836 0.2160
```

Computed properties:
**Energy above the lowest of the compared OMol25 structures with the same formula, charge and spin**: 159.57 kJ/mol
**Total energy**: -24477.0769 eV
**Structure (SMILES)**: C=C[Si@@](C)(O)C(F)(F)[C@H](C)F

Computed, not measured: the ion C5H9N2 with charge +1 at a distorted geometry, with wB97M-V/def2-TZVPD.

Geometry as XYZ:
```
16
Properties=species:S:1:pos:R:3:nbo_charge:R:1
C 1.41541 -0.88823 0.07342 -0.6414
C 0.48827 -0.07651 -0.76559 -0.0801
C 0.24990 1.44982 -0.28391 -0.1912
N -1.26777 1.46158 0.19550 -0.5279
C -1.69953 0.28867 -0.16254 0.4436
C -2.20822 -0.96692 0.22787 -0.1405
N -0.90088 -0.50180 -0.81474 -0.2978
H 1.15104 -1.00706 1.23099 0.2166
H 2.44491 -0.48082 0.01453 0.2548
H 1.34734 -1.92522 -0.33854 0.2464
H 1.06908 -0.15386 -1.78330 0.2653
H 0.83174 1.71650 0.46431 0.2127
H 0.32657 2.09235 -1.18323 0.2334
H -1.69130 2.21712 0.69248 0.4542
H -1.71390 -1.33131 1.16127 0.2548
H -2.70404 -1.70419 -0.43704 0.2971
```

Computed properties:
**Energy above the lowest of the compared OMol25 structures with the same formula, charge and spin**: 493.15 kJ/mol
**Total energy**: -8300.6211 eV
**Structure (SMILES)**: C[C@@H]1C[NH+]=C2CN21
**Charge**: +1

Computed, not measured: a structure of composition C18H35BBeBr3Cl3FMgN2NaO7P at a distorted geometry, with wB97M-V/def2-TZVPD.

Geometry as XYZ:
```
74
Properties=species:S:1:pos:R:3:lowdin_charge:R:1
C 3.84477 -3.05650 -2.26371 -0.2161
B 2.62724 -2.28242 -1.45597 -0.7773
C 3.30261 -1.37039 -0.26561 -0.1635
C 3.03209 -1.97481 1.26879 -0.2611
N 3.43224 -0.83990 2.22796 -0.0269
C 1.80837 -1.39808 -2.60347 -0.3665
Br 2.44671 -1.43344 -4.54070 0.6946
C 0.58763 -0.57687 -2.23287 -0.6127
C -0.11992 0.28807 -3.45431 -0.2916
Br -0.14867 -0.53601 -0.33089 0.4649
H 4.48310 -3.71455 -1.51950 0.0816
H 4.60962 -2.27845 -2.73778 0.0159
H 3.39915 -3.80068 -3.07000 0.0063
H 1.92213 -3.08147 -0.94166 0.0650
H 4.46457 -1.23329 -0.34200 0.1085
H 2.84272 -0.26975 -0.23806 0.0890
H 1.93018 -2.34262 1.42589 0.0634
H 3.74056 -2.91371 1.43051 0.1312
H 2.58910 -0.40953 2.67332 0.0586
H 4.12648 -1.17096 2.93364 0.0723
H -0.69747 -0.48320 -4.12439 -0.1523
H 0.66994 0.87193 -4.12763 0.0821
H -0.84981 1.13329 -3.04108 0.0995
C -6.37955 0.02959 3.33023 -0.0953
C -5.56319 1.30541 3.51476 -0.2198
C -5.39831 2.10376 2.22032 -0.1012
N -4.07782 1.86469 1.45724 -0.2382
C -2.94388 2.63433 2.12291 0.0336
C -3.69090 0.39675 1.27545 -0.1193
C -4.58814 -0.07180 0.15498 -0.1576
C -4.60084 1.09638 -0.81311 -0.1407
C -4.26131 2.34441 -0.00244 -0.0723
H -5.80476 -0.75887 2.83956 0.0625
H -6.70038 -0.35764 4.30205 0.0875
H -7.27856 0.21619 2.73293 0.0867
H -4.60765 1.08138 3.99948 0.1110
H -6.12226 1.93525 4.21978 0.1250
H -5.41631 3.17678 2.44801 0.1359
H -6.22635 1.90394 1.52874 0.1346
H -2.81917 2.26183 3.14174 0.1099
H -3.20385 3.69649 2.12274 0.1186
H -2.02565 2.47583 1.54817 0.0847
H -2.63998 0.36806 0.96016 0.0734
H -3.78701 -0.14700 2.21544 0.1223
H -5.60245 -0.26777 0.51858 0.1133
H -4.22198 -0.99253 -0.30880 0.1058
H -5.57355 1.18935 -1.30881 0.1275
H -3.85179 0.95280 -1.60047 0.1145
H -5.03988 3.11291 -0.03350 0.1376
H -3.31099 2.77814 -0.34202 0.1346
Be -1.48247 -1.91882 -3.39196 0.5364
C 2.13560 3.63445 0.83359 -0.0622
C 0.86252 3.32352 0.12345 -0.3437
O 0.97062 4.04957 -1.07990 0.1302
C 2.30756 4.11739 -1.33417 -0.4975
O 2.78411 4.42346 -2.41449 0.1537
O 3.05043 3.79279 -0.23223 0.0982
F -0.20119 3.79548 0.81151 0.0563
H 2.08360 4.56514 1.40849 0.1547
H 2.44745 2.82671 1.50118 0.1523
H 0.72089 2.26058 -0.09932 0.1184
O 8.24160 1.56627 2.26617 -0.1768
P 6.84069 0.93288 2.24728 -0.1104
O 5.99909 1.51619 3.39419 -0.2052
O 6.96455 -0.58936 2.42466 -0.2442
O 6.15768 1.23797 0.90396 -0.2437
C 3.13983 -6.98868 -3.20252 -1.5074
Cl 2.03270 -5.91810 -2.32620 0.5538
Cl 3.66549 -6.23473 -4.71739 0.5291
Cl 4.53770 -7.39838 -2.19379 0.5298
H 2.60702 -7.91194 -3.44409 0.0225
Mg -1.23915 -2.91282 0.47955 0.5157
Br 0.55624 -0.88625 -6.34943 0.0179
Na 6.51066 -2.73866 -2.52313 0.7825
```

Computed properties:
**Total energy**: -307165.4278 eV
**Charge**: +1